{
  "formula": "C3H5NS",
  "method": "ωB97M-V with the def2-TZVPD basis set",
  "gap_ev": [6.639, 6.480],
  "charge": 0,
  "max_force_ev_per_a": 2.1,
  "homo_energy_ev": [-7.9, -8.1],
  "molar_mass_g_mol": 87.15,
  "symbols": ["C", "C", "C", "N", "S", "H", "H", "H", "H", "H"],
  "xyz": [[0.86, -1.71, -0.91], [-0.06, 0.26, 0.23], [-0.70, 1.55, 0.14], [0.36, -0.63, -0.45], [0.06, -0.78, 2.83], [1.90, -1.76, -1.14], [0.22, -2.56, -1.07], [-0.46, 2.15, 1.01], [-0.41, 2.08, -0.77], [-1.78, 1.39, 0.13]],
  "mulliken_charge": [-0.284, 0.140, -0.934, -0.018, -0.260, 0.248, 0.246, 0.275, 0.302, 0.285]
}



{
  "formula": "C3H5NS",
  "method": "ωB97M-V with the def2-TZVPD basis set",
  "gap_ev": [8.652, 7.323],
  "charge": 0,
  "max_force_ev_per_a": 4.3,
  "homo_energy_ev": [-8.8, -7.4],
  "molar_mass_g_mol": 87.15,
  "symbols": ["C", "C", "C", "N", "S", "H", "H", "H", "H", "H"],
  "xyz": [[-1.58, -0.08, -0.09], [0.81, -1.14, 0.04], [0.78, 0.38, -0.08], [-0.64, 0.85, -0.11], [-3.12, -0.17, -0.05], [1.03, -1.59, 1.10], [1.10, -1.71, -0.76], [1.12, 0.96, 0.81], [1.23, 0.70, -1.00], [-0.72, 1.81, 0.13]],
  "mulliken_charge": [0.032, -0.711, -0.127, -0.119, -0.323, 0.212, 0.325, 0.260, 0.225, 0.225]
}



{
  "formula": "C3H5NS",
  "method": "ωB97M-V with the def2-TZVPD basis set",
  "gap_ev": [6.140, 6.104],
  "charge": 0,
  "max_force_ev_per_a": 3.8,
  "homo_energy_ev": [-5.4, -9.1],
  "multiplicity": 3,
  "molar_mass_g_mol": 87.15,
  "symbols": ["C", "C", "C", "N", "S", "H", "H", "H", "H", "H"],
  "xyz": [[0.01, 0.03, 0.00], [-1.79, -1.24, -0.48], [1.15, 0.95, 0.28], [-0.02, -0.76, -1.00], [-1.46, -0.04, 0.91], [-2.37, -0.82, -1.19], [-1.69, -2.21, -0.12], [1.16, 1.52, -0.57], [2.11, 0.47, 0.36], [0.98, 1.53, 1.26]],
  "mulliken_charge": [0.542, -0.585, -0.808, -0.529, -0.108, 0.345, 0.333, 0.264, 0.274, 0.271]
}



{
  "formula": "C3H5NS2",
  "method": "ωB97M-V with the def2-TZVPD basis set",
  "smiles": "C1CN2S[C@@H]2S1",
  "gap_ev": 8.996,
  "charge": 0,
  "max_force_ev_per_a": 3.5,
  "homo_energy_ev": -8.7,
  "molar_mass_g_mol": 119.21,
  "symbols": ["C", "C", "N", "S", "C", "S", "H", "H", "H", "H", "H"],
  "xyz": [[0.53, 0.01, 1.14], [-0.60, -0.72, 0.29], [-0.69, -0.19, -1.00], [0.62, -0.52, -2.30], [0.18, 0.93, -1.34], [1.00, 1.47, 0.28], [-0.03, 0.42, 2.04], [1.47, -0.65, 1.47], [-0.46, -1.80, 0.35], [-1.60, -0.61, 0.87], [-0.41, 1.66, -1.79]],
  "mulliken_charge": [-0.310, -0.436, -0.253, -0.111, -0.107, -0.172, 0.251, 0.308, 0.215, 0.257, 0.358]
}



{
  "formula": "C3H5NS3",
  "method": "ωB97M-V with the def2-TZVPD basis set",
  "gap_ev": 6.980,
  "charge": 0,
  "max_force_ev_per_a": 0.6,
  "homo_energy_ev": -7.0,
  "molar_mass_g_mol": 151.28,
  "symbols": ["C", "C", "C", "N", "S", "S", "S", "H", "H", "H", "H", "H"],
  "xyz": [[0.96, 2.51, 0.32], [0.04, -0.51, -1.40], [0.27, -1.31, 0.82], [-0.42, -0.88, -0.22], [-0.21, 2.25, 1.30], [2.14, 2.78, -0.66], [-2.17, -0.81, -0.06], [-0.61, -0.04, -2.10], [1.08, -0.65, -1.62], [-0.24, -1.76, 1.65], [1.34, -1.29, 0.78], [-2.17, -0.28, 1.17]],
  "mulliken_charge": [0.493, -0.610, -0.532, 0.043, -0.243, -0.260, -0.059, 0.273, 0.276, 0.269, 0.242, 0.109]
}



{
  "formula": "C3H5O2",
  "method": "ωB97M-V with the def2-TZVPD basis set",
  "gap_ev": 7.357,
  "charge": -1,
  "max_force_ev_per_a": 4.4,
  "homo_energy_ev": -2.8,
  "molar_mass_g_mol": 73.07,
  "symbols": ["C", "C", "C", "O", "O", "H", "H", "H", "H", "H"],
  "xyz": [[2.21, 0.21, 1.11], [-0.39, 0.58, 0.38], [0.58, -0.54, 0.44], [2.82, -0.55, 1.90], [2.38, 1.27, 0.55], [-1.46, 0.24, 0.38], [-0.32, 1.17, 1.34], [-0.16, 1.18, -0.47], [0.88, -0.73, -0.56], [0.41, -1.44, 1.02]],
  "mulliken_charge": [0.486, -0.762, -0.721, -0.681, -0.577, 0.291, 0.190, 0.233, 0.218, 0.323]
}



{
  "formula": "C3H5O2",
  "method": "ωB97M-V with the def2-TZVPD basis set",
  "gap_ev": 11.754,
  "charge": 1,
  "max_force_ev_per_a": 4.1,
  "homo_energy_ev": -16.8,
  "molar_mass_g_mol": 73.07,
  "symbols": ["C", "C", "C", "O", "O", "H", "H", "H", "H", "H"],
  "xyz": [[-1.59, 0.53, 1.30], [0.76, 0.49, 0.10], [1.22, -0.49, -0.76], [0.94, 1.32, 0.86], [-1.12, 0.15, 0.27], [-2.58, 0.48, 1.56], [-0.89, 1.07, 1.99], [1.08, -1.30, -0.04], [2.19, -0.51, -1.04], [0.51, -0.76, -1.52]],
  "mulliken_charge": [-0.022, 0.846, -0.933, -0.220, -0.322, 0.339, 0.233, 0.325, 0.383, 0.370]
}



{
  "formula": "C3H5O2P",
  "method": "ωB97M-V with the def2-TZVPD basis set",
  "gap_ev": [8.148, 6.561],
  "charge": 0,
  "max_force_ev_per_a": 3.8,
  "homo_energy_ev": [-9.2, -8.7],
  "molar_mass_g_mol": 104.04,
  "symbols": ["C", "C", "C", "O", "O", "P", "H", "H", "H", "H", "H"],
  "xyz": [[-0.24, -1.14, -0.01], [1.74, 0.40, 0.13], [0.53, -0.08, -0.37], [-1.54, -0.98, -0.11], [-3.52, 0.49, -0.43], [-2.22, 0.51, 0.31], [0.02, -2.18, 0.13], [1.73, 1.39, 0.66], [2.49, 0.64, -0.70], [2.10, -0.36, 0.85], [-1.09, 1.31, -0.47]],
  "mulliken_charge": [0.116, -0.791, -0.211, -0.279, -0.491, 0.326, 0.382, 0.250, 0.262, 0.302, 0.133]
}



ΔE to the lowest compared entry with this formula, charge and spin in kJ/mol, matching the order above: 444.5; 330.9; 289.8; 235.1; 271.1; 100.1; 114.5; 413.0